# 1
The following is a DFT calculation (ωB97M-V/def2-TZVPD) of C5H9NO in the gas phase.

```
16
Properties=species:S:1:pos:R:3
H -2.467 -0.111 1.531
N -2.350 0.820 1.131
C -1.274 0.848 0.461
C -0.964 2.106 -0.311
O -0.544 -0.306 0.361
C 0.834 -0.445 0.099
C 1.234 -1.374 -1.010
C 1.347 -1.815 0.427
H -0.262 2.782 0.187
H -0.606 1.891 -1.320
H -1.922 2.628 -0.375
H 1.456 0.418 0.327
H 0.434 -1.810 -1.600
H 2.151 -1.174 -1.560
H 0.602 -2.524 0.780
H 2.331 -1.934 0.872
```

Output
* energy above the lowest of the compared OMol25 structures with the same formula, charge and spin: 51.3 kcal/mol
* orbital gap: 10.48 eV
* electronic energy: -8866.98765 eV
* spin multiplicity: 1
* SMILES: [H]/N=C(/C)OC1CC1
* strongest force on any atom: 0.0074 Eh/bohr


# 2
The following is a DFT calculation (ωB97M-V/def2-TZVPD) of C5H9NO in the gas phase.

```
16
Properties=species:S:1:pos:R:3
C -0.326 2.094 -0.502
C -0.762 0.638 -0.527
C 0.252 -0.435 -0.976
N 0.052 -1.169 0.336
C 1.001 -1.915 1.268
C -0.767 -0.069 0.824
O -1.160 0.164 1.924
H 0.664 2.200 -0.045
H -1.033 2.688 0.085
H -0.284 2.504 -1.515
H -1.740 0.527 -1.012
H -0.007 -1.040 -1.845
H 1.288 -0.085 -1.042
H -0.389 -2.111 0.626
H 1.515 -2.645 0.640
H 1.678 -1.201 1.738
```

Output
* energy above the lowest of the compared OMol25 structures with the same formula, charge and spin: 116.7 kcal/mol
* orbital gap: 7.63 eV
* electronic energy: -8864.15022 eV
* spin multiplicity: 1
* strongest force on any atom: 0.0144 Eh/bohr


# 3
The following is a DFT calculation (ωB97M-V/def2-TZVPD) of 2 unconnected molecules or ions with the total composition C5H9NO at a distorted geometry.

```
16
Properties=species:S:1:pos:R:3
C -0.395 0.776 -1.739
C -0.091 0.437 -0.491
C 1.325 0.390 0.021
O 1.613 -0.932 0.454
C -1.155 0.078 0.526
C -1.179 1.071 1.608
N -1.143 1.874 2.440
H -1.424 0.825 -2.086
H 0.379 1.024 -2.461
H 2.019 0.698 -0.772
H 1.428 1.101 0.854
H 2.106 -0.891 1.281
H -0.934 -0.903 0.963
H -2.145 0.024 0.063
H -0.477 -3.026 -0.261
H 0.076 -2.546 -0.399
```

Output
* energy above the lowest of the compared OMol25 structures with the same formula, charge and spin: 61.9 kcal/mol
* orbital gap: 11.07 eV
* electronic energy: -8866.52774 eV
* spin multiplicity: 1
* SMILES: C=C(CO)CC#N.[H][H]
* strongest force on any atom: 0.0221 Eh/bohr


# 4
The following is a DFT calculation (ωB97M-V/def2-TZVPD) of C5H9NO in the gas phase at a distorted geometry.

```
16
Properties=species:S:1:pos:R:3
C 2.245 0.613 0.169
O 1.145 0.054 0.918
C 0.188 -1.000 0.188
C -1.062 -0.247 0.263
C -1.418 0.697 -0.882
C -2.156 -1.041 0.734
N -3.038 -1.726 1.063
H 2.214 1.700 0.232
H 2.171 0.297 -0.876
H 3.174 0.234 0.600
H 0.236 -1.885 0.820
H 0.694 -1.147 -0.773
H 0.179 0.570 1.058
H -2.365 1.199 -0.657
H -0.669 1.490 -1.007
H -1.537 0.192 -1.851
```

Output
* energy above the lowest of the compared OMol25 structures with the same formula, charge and spin: 102.9 kcal/mol
* orbital gap: 8.47 eV
* electronic energy: -8864.75003 eV
* spin multiplicity: 1
* strongest force on any atom: 0.0207 Eh/bohr


# 5
The following is a DFT calculation (ωB97M-V/def2-TZVPD) of C5H9NO in the gas phase at a distorted geometry.

```
16
Properties=species:S:1:pos:R:3
O -0.145 1.291 1.644
C 0.406 0.265 1.371
N 0.134 -1.040 0.575
C -1.338 -0.648 -0.126
C -0.969 0.067 -1.444
C 0.562 0.493 -1.298
C 1.220 -0.553 -0.415
H 1.207 -0.164 2.024
H -1.822 -0.143 0.728
H -1.574 -1.691 -0.339
H -0.947 -0.685 -2.223
H -1.586 0.898 -1.782
H 0.757 0.559 -2.367
H 0.707 1.438 -0.808
H 1.326 -1.431 -1.033
H 2.094 -0.245 0.158
```

Output
* energy above the lowest of the compared OMol25 structures with the same formula, charge and spin: 77.2 kcal/mol
* orbital gap: 10.69 eV
* electronic energy: -8865.86452 eV
* spin multiplicity: 1
* SMILES: O=CN1CCCC1
* strongest force on any atom: 0.1256 Eh/bohr


# 6
The following is a DFT calculation (ωB97M-V/def2-TZVPD) of 2 unconnected molecules or ions with the total composition C5H9NO at a distorted geometry.

```
16
Properties=species:S:1:pos:R:3
C -0.522 2.115 0.014
C -0.794 0.780 0.717
C -1.172 -0.437 -0.078
O 0.441 -0.699 -1.133
C 0.951 -1.923 -0.624
C 1.227 -1.877 0.824
N 1.510 -1.859 1.945
H -1.331 2.358 -0.684
H -0.430 2.938 0.732
H 0.413 2.096 -0.565
H -1.701 0.880 1.339
H 0.002 0.548 1.439
H -1.719 -0.078 -0.973
H 1.082 0.015 -0.988
H 1.869 -2.193 -1.156
H 0.174 -2.664 -0.809
```

Output
* energy above the lowest of the compared OMol25 structures with the same formula, charge and spin: 124.4 kcal/mol
* orbital gap: 8.38 eV
* electronic energy: -8863.81706 eV
* spin multiplicity: 1
* strongest force on any atom: 0.0222 Eh/bohr


# 7
The following is a DFT calculation (ωB97M-V/def2-TZVPD) of 2 unconnected molecules or ions with the total composition C5H9NO.

```
16
Properties=species:S:1:pos:R:3
C 1.260 1.177 -0.601
C 0.547 -0.011 -0.066
C -0.723 -0.398 0.167
N -1.948 0.261 -0.041
O -2.903 -0.397 0.329
C -0.378 -1.742 0.751
C 1.098 -1.308 0.489
H 2.020 0.866 -1.327
H 1.793 1.682 0.215
H 0.585 1.896 -1.071
H -0.644 -1.876 1.803
H -0.722 -2.607 0.177
H 1.644 -1.922 -0.236
H 1.711 -1.190 1.389
H -1.554 3.045 -1.284
H -1.782 2.420 -0.945
```

Output
* energy above the lowest of the compared OMol25 structures with the same formula, charge and spin: 117.5 kcal/mol
* orbital gap: 8.50 eV
* electronic energy: -8864.11760 eV
* spin multiplicity: 1
* SMILES: CC1=C(N=O)CC1.[H][H]
* strongest force on any atom: 0.0070 Eh/bohr


# 8
The following is a DFT calculation (ωB97M-V/def2-TZVPD) of C5H9NO in the gas phase at a distorted geometry.

```
16
Properties=species:S:1:pos:R:3
C -1.035 1.247 1.440
C -0.819 0.865 -0.007
C 0.663 0.755 -0.464
N 0.427 -0.648 -0.607
C 1.281 -1.756 -0.877
C -0.871 -0.653 -0.225
O -1.664 -1.552 -0.042
H -0.359 0.678 2.092
H -2.061 1.016 1.737
H -0.843 2.312 1.589
H -1.457 1.419 -0.698
H 0.933 1.279 -1.391
H 1.429 0.905 0.300
H 0.813 -1.959 -1.842
H 2.329 -1.458 -0.987
H 1.233 -2.450 -0.018
```

Output
* energy above the lowest of the compared OMol25 structures with the same formula, charge and spin: 33.9 kcal/mol
* orbital gap: 10.05 eV
* electronic energy: -8867.74441 eV
* spin multiplicity: 1
* SMILES: C[C@H]1CN(C)C1=O
* strongest force on any atom: 0.0437 Eh/bohr


LUMO list, top to bottom, in eV: 1.02 0.47 0.70 0.49 0.99 0.35 -0.43 0.86